[1]
ORCA calculation (the ωB97M-V functional and the def2-TZVPD basis) on C12H32B2CuF8O12S4 as an isolated structure.

The geometry in XYZ format:
```
71
Properties=species:S:1:pos:R:3:mulliken_spin:R:1
Cu 0.6727 1.0288 -0.7192 0.9317
B -0.1936 3.4965 -1.3497 -0.0034
F 0.3617 3.2705 -0.0891 0.0037
F -1.5627 3.1806 -1.3488 -0.0001
F 0.0114 4.7960 -1.8031 0.0007
F 0.3988 2.5355 -2.2099 0.0343
B 2.9779 0.7608 -2.2676 -0.0009
F 2.7879 1.6000 -1.1351 0.0097
F 1.6996 0.2795 -2.6655 0.0043
F 3.5253 1.5023 -3.3025 0.0002
F 3.7962 -0.3261 -1.9244 -0.0002
O -2.1045 2.4511 2.2339 0.0000
S -2.1928 1.1796 1.5747 0.0007
O -1.1119 0.7045 0.7582 -0.0042
O -2.5020 0.0900 2.6968 0.0004
C -2.3947 -1.2963 2.3295 0.0001
C -1.3191 -2.0185 3.1232 0.0000
C -3.6805 1.0799 0.5884 0.0002
H -2.1867 -1.4332 1.2644 0.0002
H -3.3872 -1.7279 2.4696 0.0000
H -0.3881 -1.4621 3.1784 0.0002
H -1.1709 -2.9883 2.6443 0.0000
H -1.7055 -2.2438 4.1185 0.0000
H -3.5950 1.8164 -0.2107 0.0000
H -4.5405 1.3293 1.2075 0.0000
H -3.8074 0.1105 0.1136 0.0000
O 0.0261 -3.2549 -1.0959 0.0012
S 1.1680 -2.4962 -0.6570 -0.0005
O 1.0504 -1.0854 -0.4753 0.0092
O 1.5927 -3.0344 0.7993 0.0005
C 1.5682 -4.4550 1.0338 0.0000
C 2.4244 -4.7908 2.2442 0.0000
C 2.6367 -2.8937 -1.6301 0.0012
H 1.9809 -4.9866 0.1770 0.0000
H 0.5311 -4.7087 1.2555 0.0000
H 2.5177 -5.8772 2.2322 0.0000
H 2.0410 -4.4466 3.2027 0.0000
H 3.4200 -4.3506 2.1605 0.0000
H 2.5996 -2.4729 -2.6281 -0.0002
H 2.7718 -3.9744 -1.6134 -0.0001
H 3.4807 -2.4877 -1.0745 0.0002
O 1.4228 1.0942 1.3635 0.0049
S 2.0694 1.7671 2.4640 -0.0016
O 2.9557 1.0421 3.3246 0.0003
O 2.8230 3.0813 1.9371 0.0001
C 4.0804 2.8615 1.2443 -0.0003
C 5.0150 4.0103 1.6476 0.0001
C 0.8501 2.5771 3.4586 0.0000
H 3.8864 2.9345 0.1776 0.0004
H 4.4954 1.8826 1.4761 -0.0001
H 4.8228 4.2917 2.6830 0.0000
H 4.8654 4.8716 1.0039 0.0000
H 6.0446 3.6531 1.6185 0.0000
H 0.2050 3.1612 2.8086 0.0000
H 1.4260 3.2010 4.1434 0.0000
H 0.2974 1.9023 4.1075 0.0000
O -1.6614 0.6857 -4.3181 0.0005
S -1.8711 0.0253 -3.0520 -0.0015
O -0.9720 0.1729 -1.9344 0.0068
O -3.2992 0.4980 -2.4939 0.0005
C -4.3969 0.5286 -3.4117 0.0000
C -5.6753 0.0958 -2.7077 0.0000
C -2.1870 -1.7448 -3.2964 0.0007
H -4.1825 -0.1768 -4.2149 0.0000
H -4.5667 1.5225 -3.8205 0.0000
H -5.7023 -0.9857 -2.5363 0.0000
H -6.5691 0.3040 -3.2886 0.0000
H -5.6716 0.5468 -1.7133 0.0000
H -2.8018 -2.0283 -2.4443 -0.0001
H -1.2343 -2.2583 -3.1807 0.0000
H -2.6660 -1.9176 -4.2517 0.0003
```

Computed properties:
* spin multiplicity: 2
* total energy: -5461.54733 Eh
* charge: 0
* energy above the lowest of the compared OMol25 structures with the same formula, charge and spin: 14.6 kcal per mole
* HOMO-LUMO gap (spin up / spin down): 0.399 / 0.291 hartree
* HOMO energy (spin up / spin down): -0.3998 / -0.3997 Ha

=====

[2]
ORCA calculation (the ωB97M-V functional and the def2-TZVPD basis) on C12H32KNO5 as an isolated structure.

The geometry in XYZ format:
```
51
Properties=species:S:1:pos:R:3:mulliken_charge:R:1
K -0.5583 -0.4916 0.5533 0.8481
C -1.3138 -5.6058 0.6134 -1.2086
C -1.4331 -4.1971 1.1412 -0.0443
O -1.9021 -3.1597 0.3214 -0.7890
H -0.5178 -5.7974 -0.1061 0.2770
H -2.1275 -6.0494 0.0397 0.3294
H -1.0654 -6.2078 1.4875 0.3351
H -0.4121 -3.9281 1.4122 0.0837
H -2.1146 -4.2404 1.9908 0.1559
C -0.0983 3.0181 1.5268 -0.8027
O 0.3925 2.2000 0.4709 -0.1864
C 1.8400 1.8438 0.5898 -0.6656
C 2.3027 1.6785 -0.9386 -0.3646
N 3.7149 1.1265 -0.9897 -0.3970
C 4.3144 1.2058 -2.3466 -0.6987
C 3.6223 0.3822 -3.3908 -0.6651
O 2.4163 0.8664 -4.0355 -0.3210
C 2.6095 2.1494 -4.6725 -0.6952
H 0.1515 2.5105 2.4585 0.3101
H -1.1852 3.0672 1.4616 0.1815
H 0.3924 3.9805 1.3812 0.3319
H 1.9767 0.9280 1.1648 0.3339
H 2.4654 2.6624 0.9457 0.4163
H 2.3079 2.6890 -1.3472 0.1449
H 1.5788 1.1319 -1.5429 0.4181
H 3.5774 0.1272 -1.0402 0.2959
H 5.3273 0.8042 -2.3209 0.3421
H 4.4154 2.2302 -2.7051 0.3970
H 3.3268 -0.5743 -2.9597 0.4035
H 4.3403 -0.0453 -4.0907 0.4311
H 3.4142 2.2234 -5.4040 0.3192
H 2.7484 2.9059 -3.9002 0.2508
H 1.7037 2.4034 -5.2231 0.2599
C -3.6926 1.2999 -0.3265 -0.6159
C -4.0764 -0.2246 -0.6431 -0.1755
O -4.7682 -0.8642 0.4166 -0.5824
H -4.0881 1.6565 0.6245 0.2619
H -3.9766 1.9265 -1.1720 0.3823
H -2.6091 1.4128 -0.2925 -0.0947
H -3.2246 -0.8751 -0.8413 0.2132
H -4.7158 -0.2187 -1.5259 0.2638
H -4.4571 -1.7720 0.4439 0.3316
C -0.7188 -1.3163 3.7298 -0.6808
C -1.1109 0.1723 3.7245 -0.4792
O -2.1275 0.4047 2.7729 -0.3291
H -0.0332 -1.3158 4.5772 0.3880
H -0.3797 -1.6366 2.7447 0.0171
H -1.6153 -1.9314 3.8076 0.2785
H -0.1927 0.7515 3.6265 0.1548
H -1.4176 0.5246 4.7093 0.3676
H -3.0063 0.1687 3.0787 0.2717
```

Computed properties:
* total energy: -1507.12735 Eh
* charge: 0
* energy above the lowest of the compared OMol25 structures with the same formula, charge and spin: 74.4 kcal per mole
* HOMO-LUMO gap: 0.220 hartree
* HOMO energy: -0.2239 Ha